(1)
{
  "formula": "CH6O4",
  "method": "the ωB97M-V functional and the def2-TZVPD basis",
  "species": ["O", "C", "O", "H", "H", "H", "H", "O", "H", "H", "O"],
  "xyz": [[-1.03850, -0.06119, -0.94142], [-0.23285, 0.76117, -1.43518], [0.95487, 0.79768, -1.05571], [-0.60564, 1.59367, -2.08317], [1.22234, 0.14669, -0.31444], [0.70392, -0.36818, 1.50518], [2.01100, 0.46254, 1.33917], [1.47888, -0.24082, 0.94250], [-1.65949, -1.84272, 2.08767], [-1.55117, -0.64934, 1.04929], [-1.16984, -1.04016, 1.82786]],
  "atomic_forces_ev_per_a": [[-0.868, -0.498, -0.355], [0.687, 1.455, 0.395], [-0.333, 1.308, -2.790], [-0.117, -0.803, 0.024], [0.330, -0.868, 1.761], [-0.466, -0.475, 0.434], [0.126, -0.147, 0.204], [0.579, -0.112, 0.314], [0.216, 0.569, -0.386], [-0.837, -0.219, -0.128], [0.682, -0.211, 0.527]],
  "nbo_charge": [-0.064, 0.627, -0.515, 0.264, 0.507, 0.537, 0.517, -0.902, 0.515, 0.473, -0.959],
  "multiplicity": 2,
  "charge": 1,
  "e_homo_ev": [-16.3, -16.2],
  "homo_lumo_gap_ev": [11.073, 5.985],
  "e_tot_ha": -342.2915
}


(2)
{
  "formula": "C23H43GdN2OP3Se",
  "method": "the ωB97M-V functional and the def2-TZVPD basis",
  "species": ["Gd", "P", "P", "P", "H", "C", "C", "H", "C", "C", "C", "C", "C", "C", "C", "C", "C", "H", "H", "H", "H", "H", "H", "H", "H", "H", "H", "H", "H", "H", "H", "H", "H", "H", "H", "H", "H", "H", "H", "H", "H", "H", "H", "H", "H", "H", "C", "C", "C", "C", "C", "C", "Se", "H", "H", "H", "H", "H", "H", "N", "C", "O", "C", "C", "C", "C", "N", "C", "H", "H", "H", "H", "H", "H"],
  "xyz": [[-0.42274, -0.48719, -0.70540], [-0.49689, 0.64543, -3.20373], [1.26925, 2.13644, -0.08434], [-2.15389, 1.52901, 0.47601], [-1.53666, -4.29570, 0.57198], [-2.20364, -3.52685, 0.17371], [-1.60346, -2.39709, -0.33329], [-0.49374, -2.45839, -0.03795], [0.54501, -0.18836, -4.43088], [-0.36796, 2.42765, -3.55670], [-2.21778, 0.14431, -3.62773], [2.02347, 2.29722, 1.58698], [2.87451, 2.22384, -0.97310], [0.77659, 3.90448, -0.30488], [-3.73366, 0.74639, 0.98538], [-2.85049, 2.81981, -0.63825], [-1.91160, 2.58859, 1.95557], [-3.27869, -3.76417, 0.20905], [-2.21285, -1.61029, -0.91663], [0.38834, -1.27618, -4.37049], [1.61595, 0.00815, -4.23727], [0.25887, 0.16951, -5.42890], [0.62641, 2.78272, -3.24282], [-1.13047, 2.98764, -2.99321], [-0.49660, 2.58486, -4.63642], [-2.43093, -0.87373, -3.24796], [-2.30760, 0.14116, -4.72147], [-2.95508, 0.83547, -3.18842], [2.71346, 3.15630, 1.58317], [2.58802, 1.37902, 1.80274], [1.25545, 2.43580, 2.35707], [3.27394, 3.24555, -0.87885], [2.76705, 1.96016, -2.03154], [3.57851, 1.52025, -0.51313], [1.66515, 4.52685, -0.13135], [-0.00757, 4.20466, 0.39929], [0.41777, 4.07395, -1.32670], [-4.34481, 1.50030, 1.50310], [-3.53474, -0.08973, 1.66477], [-4.27604, 0.38877, 0.10424], [-3.78907, 3.19039, -0.20593], [-3.06257, 2.39756, -1.62816], [-2.15244, 3.65843, -0.74743], [-2.88728, 2.98489, 2.26741], [-1.22778, 3.42161, 1.76785], [-1.50614, 2.00874, 2.79028], [-1.14759, -2.08404, 3.82736], [-1.14717, -3.43426, 3.42628], [-2.01522, -4.32716, 4.06618], [-2.86097, -3.90010, 5.09241], [-2.74910, -2.58742, 5.58966], [-1.91390, -1.68743, 4.94222], [-0.30315, -0.57554, 3.01025], [-1.24108, 0.40385, 3.65739], [-0.53281, -3.80385, 2.61131], [-2.06725, -5.37002, 3.75602], [-3.60792, -4.57206, 5.51778], [-3.29683, -2.26145, 6.48657], [-1.91708, -0.64544, 5.28819], [5.67291, -0.90717, -2.92566], [4.32794, -0.70782, -2.78723], [3.67093, -0.04846, -3.59388], [3.72285, -1.24730, -1.52999], [4.46399, -1.74882, -0.45999], [3.79706, -2.16215, 0.68917], [2.40784, -2.07698, 0.75782], [1.66565, -1.55864, -0.26310], [2.33707, -1.12464, -1.37097], [6.05715, -0.62426, -3.80888], [6.16578, -1.62242, -2.40165], [5.53975, -1.81877, -0.48959], [4.32915, -2.55593, 1.55566], [1.85391, -2.38063, 1.65563], [1.74352, -0.62930, -2.15461]],
  "atomic_forces_ev_per_a": [[2.400, 3.472, -0.103], [-0.089, 0.623, 0.069], [0.685, 0.714, 0.167], [-1.263, 1.151, 0.025], [-0.312, 0.220, 0.033], [0.466, 1.401, -0.805], [-2.212, -4.248, 1.788], [-1.466, -0.112, -1.034], [0.137, -0.065, -0.138], [-0.051, 0.013, -0.331], [0.057, 0.032, -0.038], [-0.197, -0.278, 0.134], [0.004, -0.172, -0.402], [-0.241, -0.107, -0.147], [0.031, -0.055, 0.115], [0.048, -0.045, -0.166], [0.270, -0.068, 0.292], [0.571, 0.329, -0.380], [0.581, -1.650, 1.025], [-0.023, 0.285, -0.092], [-0.507, 0.039, -0.210], [0.199, -0.194, 0.132], [-0.311, -0.145, -0.243], [0.235, -0.216, -0.270], [0.037, 0.246, 0.286], [0.124, 0.372, -0.312], [-0.268, -0.040, 0.241], [0.273, -0.200, -0.266], [-0.259, -0.318, 0.135], [-0.076, 0.252, 0.071], [0.206, 0.066, -0.023], [-0.033, -0.410, -0.082], [0.151, 0.124, 0.120], [-0.091, 0.127, -0.128], [-0.298, -0.114, -0.026], [0.201, -0.028, -0.223], [0.067, 0.058, 0.239], [0.046, -0.332, -0.191], [-0.199, 0.024, -0.083], [0.017, -0.057, 0.172], [0.214, -0.018, -0.115], [0.006, 0.174, 0.221], [-0.132, -0.212, -0.023], [0.272, -0.017, -0.130], [-0.160, -0.211, 0.036], [-0.083, 0.329, -0.092], [0.235, 1.446, -0.202], [-0.419, -1.049, 0.135], [0.866, 0.309, -1.022], [-0.246, 0.504, 0.688], [0.313, 0.562, 0.128], [-1.448, -0.097, 1.291], [-0.635, -1.119, 0.339], [0.645, -0.586, -0.185], [0.029, 0.183, 0.172], [0.131, 0.272, -0.058], [0.313, 0.074, -0.074], [0.125, -0.236, -0.629], [0.146, -0.580, -0.085], [-1.052, -0.314, 0.326], [0.957, 0.729, -1.058], [0.311, -0.752, 1.062], [-0.671, 0.123, 0.504], [-0.625, -0.131, 0.012], [-0.580, -0.203, 0.480], [-0.047, 0.455, -0.714], [1.844, -0.068, -0.059], [-0.070, -0.578, 0.889], [0.254, 0.078, -0.194], [-0.128, 0.324, -0.347], [0.087, 0.040, -0.003], [-0.026, 0.117, -0.330], [0.331, 0.018, -0.428], [0.333, -0.259, 0.113]],
  "mulliken_spin": [5.930, -0.063, -0.039, -0.020, 0.002, 0.010, 0.085, 0.042, 0.003, 0.014, 0.027, 0.007, 0.004, 0.015, -0.007, 0.029, 0.006, 0.000, 0.017, -0.002, 0.000, 0.001, -0.002, -0.004, 0.004, -0.016, 0.005, -0.003, -0.001, -0.003, 0.002, 0.001, -0.002, -0.001, -0.001, 0.000, -0.001, 0.001, 0.000, 0.001, 0.002, -0.004, -0.002, -0.001, 0.002, -0.003, 0.206, 0.027, 0.059, 0.205, 0.001, 0.084, 0.409, 0.005, 0.000, 0.004, 0.002, 0.003, -0.003, 0.000, 0.000, 0.000, 0.022, 0.005, -0.001, 0.003, -0.084, -0.036, 0.000, 0.000, 0.000, 0.000, 0.002, 0.053],
  "multiplicity": 8,
  "charge": 3,
  "e_homo_ev": [-14.1, -16.6],
  "homo_lumo_gap_ev": [5.566, 4.076],
  "e_tot_ha": -5276.9601
}


(3)
{
  "formula": "CH5NO2S2",
  "method": "the ωB97M-V functional and the def2-TZVPD basis",
  "species": ["N", "C", "O", "O", "H", "H", "H", "S", "S", "H", "H"],
  "xyz": [[-0.38527, -1.13414, -0.05151], [0.90929, -1.36376, -0.50877], [1.57982, -2.30223, -0.20326], [1.35748, -0.38525, -1.31438], [-0.76694, -1.97286, 0.35649], [-1.01234, -0.74233, -0.74058], [0.79979, 0.40114, -1.23719], [0.14351, 1.82235, 1.78285], [-0.66399, 2.52733, 0.00133], [-0.03231, 0.51712, 1.50180], [-1.92903, 2.63262, 0.41322]],
  "atomic_forces_ev_per_a": [[-0.192, -0.320, -0.065], [-0.195, 0.231, -0.027], [0.137, -0.196, 0.047], [0.276, 0.205, -0.139], [-0.059, -0.057, 0.152], [0.004, 0.131, 0.076], [-0.029, 0.001, -0.040], [-0.095, 0.092, -0.313], [0.350, -0.095, 0.269], [0.018, 0.022, 0.072], [-0.215, -0.014, -0.033]],
  "nbo_charge": [-0.882, 0.880, -0.589, -0.680, 0.401, 0.389, 0.488, -0.130, -0.163, 0.153, 0.133],
  "charge": 0,
  "e_homo_ev": -10.0,
  "homo_lumo_gap_ev": 10.054,
  "e_tot_ha": -1042.7376
}